Here is C10H24F3MgNO8S3 as an isolated structure from the OMol25 dataset. Energies are from the ωB97M-V functional and the def2-TZVPD basis.

CARTESIAN COORDINATES (ANGSTROEM)
Mg1 -27.88 1.90 -8.60
N1 -25.16 1.63 -12.59
O1 -25.12 2.46 -13.51
O2 -25.82 1.87 -11.61
O3 -24.57 0.59 -12.68
C1 -31.53 0.63 -7.01
O4 -30.56 1.29 -6.10
O5 -30.69 0.54 -8.13
C2 -32.12 -0.68 -6.41
F1 -31.27 -1.51 -5.83
F2 -32.98 -0.22 -5.43
F3 -32.94 -1.28 -7.33
C3 -30.82 1.45 -4.71
C4 -29.69 2.17 -4.03
H1 -28.92 1.50 -3.66
H2 -29.27 3.03 -4.55
H3 -30.16 2.66 -3.17
H4 -30.96 0.57 -4.09
H5 -31.72 2.03 -4.55
H6 -32.38 1.28 -7.21
C5 -25.21 7.63 -6.30
S1 -24.59 6.06 -7.05
O6 -25.73 5.01 -7.24
C6 -24.42 6.84 -8.76
H7 -26.09 8.03 -6.81
H8 -24.42 8.37 -6.44
H9 -25.27 7.43 -5.23
H10 -24.29 6.12 -9.56
H11 -23.58 7.53 -8.85
H12 -25.32 7.37 -9.08
C7 -22.76 -1.01 -7.84
S2 -24.31 -1.85 -7.31
O7 -25.52 -0.99 -7.65
C8 -24.32 -3.12 -8.65
H13 -22.66 0.02 -7.51
H14 -22.69 -0.93 -8.92
H15 -22.03 -1.68 -7.39
H16 -25.18 -3.78 -8.69
H17 -23.41 -3.70 -8.48
H18 -24.25 -2.66 -9.63
C9 -30.60 6.36 -12.36
S3 -30.67 6.43 -10.53
O8 -29.40 5.60 -10.16
C10 -30.17 8.16 -10.18
H19 -31.07 7.21 -12.85
H20 -30.99 5.39 -12.67
H21 -29.55 6.41 -12.68
H22 -30.79 8.85 -10.76
H23 -29.16 8.40 -10.50
H24 -30.23 8.32 -9.10

charge	0
energy relative to the best compared isomer or geometry (same formula, charge and spin)	282.2	kcal per mole
gap between HOMO and LUMO	3.18	eV

Here is C10H24IN4Y as an isolated structure from the OMol25 dataset. Energies are from the ωB97M-V functional and the def2-TZVPD basis.

CARTESIAN COORDINATES (ANGSTROEM)
Y1 -0.92 -0.76 -0.58
C1 -2.71 0.85 0.98
C2 -2.24 1.94 0.08
N1 -1.83 1.40 -1.22
C3 -0.81 2.12 -1.97
C4 0.67 1.72 -1.68
N2 0.91 0.24 -1.80
C5 2.28 -0.20 -1.46
C6 2.36 -1.69 -1.22
C7 2.13 -2.18 0.23
N3 0.67 -2.31 0.58
C8 0.43 -2.02 2.03
C9 0.55 -0.47 2.36
N4 -0.41 0.33 1.56
C10 -1.76 0.59 2.20
H1 -3.71 1.05 1.28
H2 -2.86 -0.08 0.38
H3 -3.04 2.66 -0.07
H4 -1.42 2.49 0.62
H5 -2.71 1.40 -1.74
H6 -0.95 1.96 -3.09
H7 -0.89 3.16 -1.69
H8 1.29 2.26 -2.44
H9 0.97 2.02 -0.67
H10 0.83 0.00 -2.80
H11 2.91 -0.01 -2.33
H12 2.57 0.43 -0.62
H13 1.62 -2.19 -1.82
H14 3.36 -2.08 -1.38
H15 2.58 -3.17 0.36
H16 2.66 -1.50 0.93
H17 0.50 -3.33 0.36
H18 -0.61 -2.29 2.25
H19 1.21 -2.51 2.66
H20 0.35 -0.34 3.42
H21 1.60 -0.07 2.26
H22 0.00 1.27 1.59
H23 -2.02 -0.30 2.81
H24 -1.82 1.44 2.82
I1 -1.73 -1.82 -3.19

charge	+2
energy relative to the best compared isomer or geometry (same formula, charge and spin)	16.3	kcal per mole
gap between HOMO and LUMO	8.43	eV

Here is C10H24LaN4O2 as an isolated structure from the OMol25 dataset. Energies are from the ωB97M-V functional and the def2-TZVPD basis.

CARTESIAN COORDINATES (ANGSTROEM)
La1 0.39 0.14 -0.25
C1 -0.93 1.46 2.82
C2 -1.34 2.35 1.62
N1 -1.78 1.55 0.45
C3 -3.01 0.76 0.70
C4 -2.98 -0.64 0.10
N2 -1.71 -1.37 0.30
C5 -1.53 -2.01 1.62
C6 -1.33 -1.01 2.76
N3 -0.43 0.12 2.44
H1 -1.77 1.36 3.50
H2 -0.16 1.99 3.37
H3 -0.50 2.96 1.29
H4 -2.12 3.03 1.96
H5 -1.96 2.19 -0.31
H6 -3.88 1.28 0.30
H7 -3.17 0.71 1.77
H8 -3.14 -0.58 -0.98
H9 -3.82 -1.21 0.52
H10 -1.70 -2.12 -0.39
H11 -0.67 -2.67 1.55
H12 -2.39 -2.63 1.88
H13 -0.96 -1.57 3.63
H14 -2.29 -0.61 3.07
H15 0.46 -0.03 2.90
O1 3.68 1.22 -0.10
N4 2.60 0.79 -0.16
O2 2.19 -0.02 0.84
C7 1.96 -1.75 -2.76
C8 0.56 -1.38 -3.26
C9 0.53 -1.47 -4.78
C10 0.12 -0.01 -2.70
H16 2.29 -2.69 -3.20
H17 2.01 -1.89 -1.67
H18 2.67 -0.96 -3.03
H19 -0.13 -2.16 -2.89
H20 1.22 -0.74 -5.20
H21 -0.47 -1.24 -5.16
H22 0.81 -2.46 -5.17
H23 -0.93 0.17 -3.00
H24 0.70 0.76 -3.23

charge	+1
gap between HOMO and LUMO	6.94	eV

Here is a 2-piece molecular cluster, C10H24N2O7P2S overall from the OMol25 dataset. Energies are from the ωB97M-V functional and the def2-TZVPD basis.

CARTESIAN COORDINATES (ANGSTROEM)
C1 4.50 -3.43 1.84
C2 4.80 -2.05 1.06
C3 3.52 -1.11 0.90
C4 4.01 0.37 0.45
N1 2.46 -1.59 -0.02
P1 3.06 -2.33 -1.51
N2 1.84 -2.42 -2.54
C5 1.42 -2.38 0.62
O1 1.52 -3.60 0.79
O2 0.20 -1.77 1.04
C6 -0.92 -2.56 0.58
P2 -2.59 -1.74 0.91
O3 -2.99 -1.94 2.37
O4 -2.61 -0.10 0.44
O5 -3.78 -2.53 -0.04
H1 3.55 -3.40 2.45
H2 4.55 -4.31 1.12
H3 5.35 -3.59 2.59
H4 5.40 -2.21 0.10
H5 5.52 -1.48 1.76
H6 3.10 -0.96 1.96
H7 5.09 0.27 0.09
H8 3.37 0.68 -0.43
H9 3.99 1.11 1.31
H10 4.19 -1.58 -2.01
H11 3.51 -3.66 -1.20
H12 2.12 -1.89 -3.38
H13 -0.88 -2.77 -0.54
H14 -0.97 -3.58 1.11
H15 -3.40 -0.04 -0.15
H16 -3.48 -3.46 -0.12
C7 -2.59 4.57 -0.41
C8 -3.93 5.27 -0.63
C9 -4.78 4.36 -1.53
S1 -4.23 2.69 -1.21
O6 -3.62 2.17 -2.41
O7 -5.26 1.98 -0.49
C10 -2.93 3.13 -0.06
H17 -2.01 5.05 0.38
H18 -2.00 4.60 -1.33
H19 -4.43 5.42 0.33
H20 -3.80 6.26 -1.09
H21 -5.84 4.45 -1.29
H22 -4.62 4.58 -2.58
H23 -2.09 2.45 -0.17
H24 -3.34 3.06 0.95

charge	0
gap between HOMO and LUMO	9.36	eV
SMILES	CC[C@@H](C)N([PH2]=N)C(=O)OCP(=O)(O)O.O=S1(=O)CCCC1

Here is a 2-piece molecular cluster, C10H24NO3S2 overall from the OMol25 dataset. Energies are from the ωB97M-V functional and the def2-TZVPD basis.

CARTESIAN COORDINATES (ANGSTROEM)
C1 4.83 1.73 1.75
C2 3.50 1.92 0.76
O1 3.68 2.95 -0.27
C3 2.39 3.47 -0.78
C4 1.31 2.30 -1.22
O2 1.90 1.16 -1.93
S1 1.01 -0.28 -1.71
C5 0.90 -0.81 0.08
S2 -0.79 -0.25 0.77
C6 -0.53 1.10 2.08
C7 -1.23 2.54 1.64
H1 5.10 2.70 2.34
H2 5.74 1.26 1.16
H3 4.50 0.89 2.53
H4 3.41 0.88 0.18
H5 2.56 2.15 1.42
H6 2.50 4.21 -1.70
H7 1.87 4.08 0.09
H8 0.46 2.81 -1.89
H9 0.77 1.96 -0.23
H10 1.78 -1.29 -2.35
H11 1.74 -0.38 0.78
H12 0.93 -1.99 0.18
H13 -0.88 0.74 3.16
H14 0.64 1.29 2.09
H15 -0.53 3.22 0.98
H16 -2.25 2.33 1.07
H17 -1.45 3.16 2.63
C8 -2.54 -3.46 -0.11
O3 -1.36 -3.34 -0.39
N1 -3.56 -3.64 -1.03
C9 -4.94 -3.77 -0.62
C10 -3.23 -3.69 -2.44
H18 -2.90 -3.43 0.93
H19 -5.32 -4.74 -0.97
H20 -5.53 -2.97 -1.08
H21 -5.05 -3.71 0.46
H22 -2.54 -4.52 -2.61
H23 -2.75 -2.76 -2.73
H24 -4.14 -3.84 -3.04

charge	+1
gap between HOMO and LUMO	7.54	eV

Here is C10H24O10SrV2 as an isolated structure from the OMol25 dataset. Energies are from the ωB97M-V functional and the def2-TZVPD basis.

CARTESIAN COORDINATES (ANGSTROEM)
O1 1.49 3.66 -0.18
V1 1.23 2.18 0.34
O2 0.58 2.39 1.75
O3 3.67 -0.90 -4.23
V2 3.14 0.30 -3.33
O4 3.38 1.59 -4.22
Sr1 2.79 -2.12 0.30
C1 1.35 0.09 -1.20
O5 0.95 -0.07 0.00
O6 1.62 1.21 -1.73
O7 2.00 -0.90 -1.75
C2 2.02 -3.70 4.05
C3 0.85 -2.87 3.59
C4 0.57 -1.64 4.37
O8 1.16 -2.48 2.19
H1 2.99 -3.21 3.87
H2 2.00 -4.64 3.50
H3 1.99 -3.89 5.12
H4 -0.04 -3.50 3.53
H5 1.29 -0.87 4.09
H6 0.57 -1.84 5.44
H7 -0.42 -1.25 4.10
H8 0.30 -2.15 1.81
C5 0.91 4.40 -4.27
C6 -0.25 4.02 -3.36
C7 -1.57 4.56 -3.86
O9 -0.39 2.57 -3.40
H9 0.96 5.49 -4.37
H10 0.77 3.90 -5.23
H11 1.87 4.14 -3.82
H12 -0.05 4.32 -2.33
H13 -1.64 5.63 -3.69
H14 -2.38 4.06 -3.34
H15 -1.67 4.39 -4.93
H16 0.32 2.18 -2.89
C8 -3.34 -1.78 0.10
C9 -2.49 -1.77 1.35
C10 -2.75 -2.91 2.29
O10 -1.05 -1.80 1.02
H17 -3.36 -2.78 -0.35
H18 -2.88 -1.10 -0.62
H19 -4.34 -1.42 0.31
H20 -2.62 -0.83 1.90
H21 -2.35 -2.83 3.29
H22 -2.58 -3.87 1.80
H23 -3.84 -2.94 2.47
H24 -0.77 -1.04 0.52

charge	+2
energy relative to the best compared isomer or geometry (same formula, charge and spin)	0.0	kcal per mole
gap between HOMO and LUMO	5.35	eV

Here is C10H25AgIN5O5 as an isolated structure from the OMol25 dataset. Energies are from the ωB97M-V functional and the def2-TZVPD basis.

CARTESIAN COORDINATES (ANGSTROEM)
Ag1 0.20 -0.82 0.89
I1 -0.20 -3.02 2.70
O1 -2.12 -0.72 0.19
C1 -3.01 -0.03 -0.28
N1 -2.77 0.90 -1.25
C2 -4.41 -0.08 0.30
H1 -3.58 1.19 -1.77
H2 -1.87 0.97 -1.69
H3 -5.08 0.63 -0.19
H4 -4.29 0.14 1.35
H5 -4.84 -1.06 0.14
O2 0.43 0.89 -0.80
C3 1.18 1.74 -1.23
N2 1.02 2.32 -2.46
C4 2.37 2.22 -0.47
H6 1.40 3.22 -2.66
H7 0.26 1.97 -3.03
H8 2.28 1.94 0.58
H9 2.48 3.31 -0.53
H10 3.31 1.78 -0.82
O3 0.28 -2.31 -1.00
C5 -0.50 -2.79 -1.81
N3 -1.27 -3.86 -1.49
C6 -0.62 -2.27 -3.21
H11 -1.20 -4.31 -0.59
H12 -1.90 -4.28 -2.14
H13 -0.04 -2.87 -3.91
H14 -0.22 -1.25 -3.20
H15 -1.65 -2.16 -3.53
O4 2.49 -0.81 1.22
C7 3.55 -1.21 0.76
N4 4.64 -0.41 0.71
C8 3.74 -2.62 0.29
H16 4.56 0.52 1.09
H17 5.52 -0.64 0.28
H18 3.30 -2.84 -0.68
H19 3.27 -3.31 1.00
H20 4.79 -2.93 0.34
O5 -0.62 1.03 2.28
C9 -0.99 2.04 2.86
N5 -0.87 2.14 4.23
C10 -1.82 3.11 2.19
H21 -0.79 3.05 4.65
H22 -0.22 1.47 4.62
H23 -2.42 3.65 2.93
H24 -2.55 2.61 1.56
H25 -1.22 3.78 1.58

charge	+1
energy relative to the best compared isomer or geometry (same formula, charge and spin)	0.0	kcal per mole
2S+1	2
gap between HOMO and LUMO (spin up / spin down)	9.33 / 5.56	eV
expectation value of S²	0.753

Here is C10H25AsBrN3O3PS as an isolated structure from the OMol25 dataset. Energies are from the ωB97M-V functional and the def2-TZVPD basis.

CARTESIAN COORDINATES (ANGSTROEM)
C1 -0.59 3.82 4.48
C2 -1.25 2.99 3.68
C3 -2.17 2.12 2.69
C4 -1.43 0.69 2.33
C5 -0.30 0.98 1.23
As1 -0.66 0.27 -0.63
Br1 -2.99 0.98 -0.56
C6 1.32 -0.22 -0.95
O1 1.71 0.17 -2.33
C7 2.17 -0.98 -3.08
C8 2.24 -0.72 -4.69
C9 -1.18 -1.57 -0.05
C10 -0.29 -2.47 0.89
N1 -1.23 -3.16 1.88
N2 0.26 -3.63 0.06
N3 0.83 -1.94 1.69
P1 -0.15 2.37 -1.44
O2 -1.20 3.63 -0.80
O3 1.46 2.90 -0.99
S1 -0.38 2.53 -3.40
H1 0.01 4.33 5.30
H2 -2.26 2.72 1.70
H3 -3.25 1.96 3.09
H4 -0.94 0.36 3.34
H5 -2.22 -0.09 2.07
H6 0.75 0.68 1.65
H7 -0.24 2.14 1.13
H8 -0.96 -0.14 -2.13
H9 2.00 0.41 -0.26
H10 1.52 -1.35 -0.89
H11 1.50 -1.93 -2.96
H12 3.27 -1.18 -2.75
H13 3.35 -0.75 -5.04
H14 1.68 0.22 -5.03
H15 1.73 -1.63 -5.23
H16 -2.25 -1.50 0.40
H17 -1.36 -2.19 -1.03
H18 -1.87 -2.47 2.31
H19 -1.74 -3.85 1.30
H20 0.52 -3.31 -0.88
H21 1.06 -4.07 0.55
H22 1.75 -1.99 1.19
H23 0.95 -2.40 2.61
H24 -0.65 4.29 -0.31
H25 1.47 3.09 -0.01

charge	-1
gap between HOMO and LUMO	7.45	eV

Listing total energy for the structures above in their given order: -74719.219 -25851.574 -21666.077 -57483.537 -40049.569 -83430.035 -40561.237 -172389.113 eV.